Entry 1:
The following is a DFT calculation (ωB97M-V with the def2-TZVPD basis set) of a structure of composition C34H36N8S5Y at a distorted geometry.

Cartesian coordinates (Å):
Y 0.54351 1.52502 1.27823
S -0.47788 -0.93339 2.33045
C 0.30349 -2.09979 1.39684
N -0.22721 -3.28500 1.16985
C 0.62255 -4.37305 0.68793
C 1.38873 -3.85815 -0.46800
N 2.22843 -2.73662 -0.02222
C 3.52871 -2.54655 -0.72190
C 3.32981 -1.97369 -2.12963
C 3.44938 -0.62765 -2.34801
C 3.35118 -0.06229 -3.62628
C 3.07841 -0.85916 -4.68251
C 3.01061 -2.25391 -4.49872
C 3.13022 -2.83296 -3.24478
C 1.69958 -1.84821 0.79682
S 2.52187 -0.40830 1.16478
C -1.63733 -3.69478 1.45220
C -2.45568 -3.54338 0.19839
C -3.20669 -2.41670 -0.00758
C -3.97467 -2.32786 -1.17902
C -4.00727 -3.36740 -2.10246
C -3.27622 -4.52902 -1.83932
C -2.53477 -4.60266 -0.69156
H -0.01257 -5.19973 0.38417
H 1.26071 -4.67399 1.54446
H 0.76270 -3.52386 -1.27629
H 2.07565 -4.60500 -0.84148
H 4.02770 -3.51185 -0.80932
H 4.12240 -1.85662 -0.11010
H 3.68238 -0.01807 -1.46185
H 3.44902 1.01365 -3.76117
H 3.02153 -0.43736 -5.66750
H 2.96080 -2.89106 -5.35872
H 3.13670 -3.92686 -3.18051
H -2.00377 -3.13741 2.29796
H -1.57850 -4.74001 1.80015
H -3.22835 -1.60578 0.73624
H -4.54124 -1.41662 -1.27701
H -4.55705 -3.31863 -3.01218
H -3.26783 -5.31436 -2.56055
H -1.93658 -5.50586 -0.50524
C -0.73198 5.66039 -0.62092
C -0.32122 4.60169 0.19612
N -0.28773 3.33157 -0.19591
C -0.65345 3.05182 -1.47891
C -1.07882 4.05051 -2.37050
C -1.07336 5.38030 -1.92449
C -1.48692 3.68924 -3.68838
C -1.41637 2.41556 -4.09423
C -0.94285 1.38293 -3.19203
C -0.82138 0.04918 -3.61592
C -0.54795 -0.91712 -2.68996
C -0.26264 -0.51694 -1.39075
N -0.22965 0.73533 -0.97907
C -0.63541 1.68615 -1.85743
H -0.72626 6.68852 -0.22411
H -0.01978 4.78703 1.21675
H -1.44752 6.16891 -2.58036
H -1.72334 4.49904 -4.37962
H -1.65355 2.08837 -5.12207
H -0.96239 -0.20117 -4.67876
H -0.54425 -1.97012 -2.95251
H -0.06834 -1.27447 -0.63412
N 2.04425 1.74552 3.53275
N 3.39145 2.00504 3.26713
C 3.78783 2.57906 2.12658
N 5.10613 2.76049 1.94557
S 2.69028 3.16200 0.94045
H 1.76063 2.34619 4.28277
H 1.96943 0.75379 3.78341
H 4.06295 1.70887 3.96183
H 5.79018 2.58416 2.69326
H 5.38422 3.25210 1.11517
S -1.22406 2.91970 3.00680
C -2.26224 2.62330 4.32220
N -2.86715 3.58425 4.96877
C -3.69460 3.28344 6.13053
C -4.00125 1.77663 6.03013
S -2.68916 1.06824 4.94508
H -2.64340 4.54842 4.72918
H -4.62754 3.83171 6.07697
H -3.14152 3.56093 7.00270
H -4.93231 1.53495 5.53699
H -4.03143 1.30939 7.00435

Largest force on an atom ... 1.66 eV Å⁻¹
Gap between HOMO and LUMO ... 7.1 eV
Molecular weight ... 805.959 g/mol
Energy relative to the best compared isomer or geometry (same formula, charge and spin) ... 0.0 kcal per mole
Net charge ... +3

=====

Entry 2:
The following is a DFT calculation (ωB97M-V with the def2-TZVPD basis set) of the molecule C9H15N3 at a distorted geometry.

Cartesian coordinates (Å):
C -0.78149 1.65872 1.82625
C 1.12971 -0.11894 0.11766
C -3.77227 0.62979 0.90593
C -2.77781 1.55442 0.74240
C -1.14684 2.70030 2.87794
C 2.35286 -0.17438 -1.91317
C 0.19250 -1.28214 -1.68517
C 2.25630 -2.24976 -0.31920
C 1.52937 -0.98192 -0.98770
N 0.54136 1.34820 1.94484
N 0.93723 0.60358 1.02006
N -1.43211 1.27167 0.78810
H -4.73945 1.07286 0.72484
H -3.86250 -0.33684 1.25717
H -3.00309 2.62403 0.48581
H -0.85690 3.76885 2.73874
H -2.23092 2.61583 3.07608
H -0.55839 2.47613 3.88192
H 1.80841 0.74381 -2.19731
H 3.26541 0.25408 -1.43575
H 2.71292 -0.83585 -2.72588
H -0.10139 -0.34034 -2.17406
H 0.31626 -2.07351 -2.41028
H -0.68607 -1.54763 -1.13362
H 1.69669 -2.87791 0.28130
H 2.44220 -2.83401 -1.22661
H 3.16328 -1.96346 0.15783

Largest force on an atom ... 4.45 eV Å⁻¹
Gap between HOMO and LUMO ... 8.6 eV
Molecular weight ... 165.240 g/mol
Energy relative to the best compared isomer or geometry (same formula, charge and spin) ... 100.9 kcal per mole
Net charge ... 0

=====

Entry 3:
The following is a DFT calculation (ωB97M-V with the def2-TZVPD basis set) of a structure of composition C11H20Cl2OTl at a distorted geometry.

Cartesian coordinates (Å):
Tl -0.43721 -0.26022 -1.16771
Cl -2.48031 0.99980 -1.16754
Cl -0.69551 -2.69525 -1.41939
C 0.78574 -0.08446 -2.70295
H 1.55186 -0.85621 -2.82657
H 0.45551 0.48390 -3.57601
C 1.58265 0.67830 -0.24650
C 1.47994 1.08105 -1.57020
H 1.97591 -0.32791 -0.05182
C 0.84117 2.46851 -1.80959
H 2.48785 1.07853 -2.00857
C 1.55277 3.49201 -0.92243
H 0.93013 2.73022 -2.87229
H -0.23442 2.44818 -1.56688
C 1.42602 3.13481 0.55566
H 2.61346 3.52467 -1.20281
H 1.14739 4.49389 -1.10117
C 1.66298 1.63604 0.88822
H 2.13182 3.74283 1.13570
H 0.42256 3.40989 0.90516
H 2.65596 1.55563 1.36090
H 0.95472 1.33963 1.67655
C -1.16150 -3.46236 1.90994
C -2.62614 -3.28505 1.46464
C -2.69982 -1.86664 0.87751
O -1.41141 -1.21237 1.02294
C -0.55254 -2.05421 1.81959
H -1.10257 -3.84832 2.92991
H -0.63349 -4.13978 1.23375
H -3.28833 -3.35791 2.33276
H -2.92283 -4.03396 0.72752
H -2.92338 -1.89434 -0.19795
H -3.45424 -1.24383 1.38633
H -0.48060 -1.60900 2.82968
H 0.44586 -2.06606 1.35363

Largest force on an atom ... 7.15 eV Å⁻¹
Gap between HOMO and LUMO ... 6.1 eV
Molecular weight ... 443.569 g/mol
Energy relative to the best compared isomer or geometry (same formula, charge and spin) ... 5.1 kcal per mole
Net charge ... -1

=====

Entry 4:
The following is a DFT calculation (ωB97M-V with the def2-TZVPD basis set) of a cluster of 4 separate species, C3H11O5S in total at a distorted geometry.

Cartesian coordinates (Å):
O -0.97835 -1.85813 1.45497
C -1.03074 -0.90416 0.74698
O -1.42496 0.27502 0.96746
C -0.23508 -1.17582 -0.53209
C -1.22621 -1.37814 -1.70296
S -1.80983 0.21977 -2.32717
H 0.43439 -2.09507 -0.47355
H 0.65463 -0.56828 -0.87069
H -2.07048 -2.05456 -1.35279
H -0.64928 -1.82441 -2.56393
H -1.02183 1.06773 -1.50415
H 1.36936 -1.28837 1.42804
H 1.58447 0.12170 1.89591
O 2.02051 -0.67285 1.76421
H 1.52516 2.04278 -1.05654
H 0.54379 2.60904 -0.16639
O 0.67113 2.70745 -1.07941
H 0.02529 1.00675 1.35444
H 0.80313 2.16257 2.38522
O 0.81491 1.60696 1.63244

Largest force on an atom ... 5.13 eV Å⁻¹
Gap between HOMO and LUMO ... 8.5 eV
Molecular weight ... 159.183 g/mol
Energy relative to the best compared isomer or geometry (same formula, charge and spin) ... 48.7 kcal per mole
Net charge ... -1